# 1
Here is a structure of composition C7H12N2O3S at a distorted geometry from the Open Molecules 2025 dataset. Energies are from ωB97M-V/def2-TZVPD.

Calculated values
Molar mass   204.3 u
Gap between HOMO and LUMO   0.3283 Ha
LUMO energy   0.230 eV
Total energy   -27406.95474 eV

```
! wB97M-V def2-TZVPD RIJCOSX def2/J DEFGRID3
* xyz 0 1
C -2.316 -0.368 0.532
C -0.645 0.506 -1.583
C 0.807 -1.314 -1.069
C 0.555 1.287 -2.072
C 1.963 -0.289 -1.432
C -0.765 0.259 3.333
C -0.969 -0.839 0.439
N -3.311 0.200 0.490
N -0.425 -0.669 -0.754
O 0.256 1.540 1.056
O 1.274 -0.465 1.918
O 1.594 0.538 -2.462
S 0.064 0.247 1.687
H -1.246 1.157 -0.952
H -1.263 0.116 -2.440
H 0.728 -2.024 -1.895
H 1.271 -1.922 -0.156
H 0.204 2.001 -2.772
H 0.910 1.978 -1.183
H 2.264 0.260 -0.515
H 2.742 -0.824 -2.007
H -0.047 -0.257 3.830
H -0.970 1.239 3.702
H -1.813 -0.195 3.303
H -0.859 -2.161 1.002
*
```



# 2
Here is an isolated molecule of C7H12N2O4S at a distorted geometry from the Open Molecules 2025 dataset. Energies are from ωB97M-V/def2-TZVPD.

Calculated values
Molar mass   220.2 u
Gap between HOMO and LUMO   0.3674 Ha
LUMO energy   0.622 eV
Total energy   -29455.22284 eV
SMILES string   COC1=N[C@](OC)(S(C)(=O)=O)N=CC1

```
! wB97M-V def2-TZVPD RIJCOSX def2/J DEFGRID3
* xyz 0 1
C 0.616 0.283 -2.399
C -1.368 0.527 -0.854
C -0.613 1.104 -2.046
C 0.626 -0.544 -0.205
C -3.471 0.182 0.244
C 2.343 -2.176 0.133
C 0.611 0.546 2.508
N 1.122 -0.429 -1.532
N -0.754 -0.268 -0.080
O 0.705 2.083 0.419
O 2.721 1.011 0.956
O -2.641 0.734 -0.815
O 1.051 -1.855 0.524
S 1.331 0.896 0.850
H 0.723 0.350 -3.480
H -0.258 2.096 -1.623
H -1.301 1.121 -2.871
H -4.185 -0.463 -0.229
H -4.017 0.938 0.887
H -2.770 -0.247 1.004
H 3.145 -1.602 0.715
H 2.520 -2.121 -0.999
H 2.416 -3.196 0.399
H 0.950 1.081 3.343
H -0.411 0.465 2.360
H 0.909 -0.514 2.793
*
```



# 3
Here is the ion C7H12N3 with charge +1 at a distorted geometry from the Open Molecules 2025 dataset. Energies are from ωB97M-V/def2-TZVPD.

Calculated values
Molar mass   138.2 u
Gap between HOMO and LUMO   0.3629 Ha
LUMO energy   -2.691 eV
Total energy   -11917.44041 eV
SMILES string   CN1C=CC2=[NH+]CCCN21

```
! wB97M-V def2-TZVPD RIJCOSX def2/J DEFGRID3
* xyz 1 1
C 0.652 -1.232 -1.788
C -0.665 -1.615 -1.606
C 0.962 -0.324 -0.785
C 0.684 1.789 1.004
C -0.465 0.780 1.052
C 2.028 1.082 0.842
C -2.514 -1.118 -0.006
N -1.194 -0.994 -0.553
N -0.265 -0.185 0.007
N 2.038 0.362 -0.416
H 1.307 -1.572 -2.562
H -1.232 -2.316 -2.186
H 0.541 2.461 0.157
H 0.684 2.382 1.917
H -0.505 0.270 2.022
H -1.414 1.301 0.892
H 2.838 1.811 0.826
H 2.195 0.392 1.679
H -2.965 -2.040 -0.366
H -2.467 -1.160 1.082
H -3.146 -0.279 -0.305
H 2.903 0.206 -0.907
*
```



# 4
Here is the ion C7H12N3O2 with charge +1 at a distorted geometry from the Open Molecules 2025 dataset. Energies are from ωB97M-V/def2-TZVPD.

Calculated values
Molar mass   170.2 u
Gap between HOMO and LUMO   0.2859 Ha
LUMO energy   -4.766 eV
Total energy   -16007.44669 eV

```
! wB97M-V def2-TZVPD RIJCOSX def2/J DEFGRID3
* xyz 1 1
C -2.718 0.977 0.053
C -2.883 -0.394 -0.167
C -0.624 -0.457 -0.257
C 0.760 -0.713 0.108
C 3.544 0.623 -0.862
C -1.867 -2.561 0.145
C 2.817 0.485 0.491
N -1.487 1.366 0.340
N -1.735 -1.161 -0.123
N -0.963 2.512 0.370
O 1.269 -1.767 0.033
O 1.329 0.408 0.427
H -3.652 1.660 0.004
H -3.841 -0.826 -0.471
H 3.438 1.513 -1.488
H 4.562 0.553 -0.744
H 3.412 -0.273 -1.549
H -0.742 -2.901 0.172
H -2.464 -2.800 1.077
H -2.445 -3.054 -0.642
H 2.976 1.373 1.153
H 3.099 -0.531 0.923
H -0.325 2.714 1.096
H -1.463 3.253 -0.090
*
```



# 5
Here is the ion C7H12N4O with charge +2 at a distorted geometry from the Open Molecules 2025 dataset. Energies are from ωB97M-V/def2-TZVPD.

Calculated values
Molar mass   168.2 u
Gap between HOMO and LUMO (spin up / spin down)   0.2902 / 0.2901 Ha
LUMO energy (spin up / spin down)   -8.547 / -8.550 eV
Total energy   -15439.70115 eV
SMILES string   [NH3+]\C=[NH+]/C([O-])=N\C=C/C#CC[NH3+]

```
! wB97M-V def2-TZVPD RIJCOSX def2/J DEFGRID3
* xyz 2 1
C 0.456 1.055 0.855
C 0.770 1.818 -0.043
C -1.591 -0.238 1.213
C -0.706 -0.621 -0.821
C -0.292 0.286 1.676
C 0.463 -1.735 1.035
C 1.144 2.634 -1.134
N -1.740 -0.600 -0.039
N 0.350 -1.530 -0.310
N -0.421 -2.737 1.647
N 0.300 2.307 -2.295
O -0.500 -0.247 -1.962
H -2.326 -0.447 1.859
H -0.175 0.308 2.735
H 1.470 -1.818 1.551
H 2.150 2.372 -1.555
H 1.200 3.702 -0.938
H 1.142 -1.627 -1.070
H -0.041 -3.844 1.438
H -1.385 -2.621 1.182
H -0.386 -2.869 2.711
H 0.822 2.435 -3.180
H -0.744 2.770 -2.360
H 0.037 1.249 -2.195
*
```



# 6
Here is a cluster of 2 separate species, C7H12N5O in total at a distorted geometry from the Open Molecules 2025 dataset. Energies are from ωB97M-V/def2-TZVPD.

Calculated values
Molar mass   182.2 u
Gap between HOMO and LUMO   0.2481 Ha
LUMO energy   -3.861 eV
Total energy   -16942.40603 eV

```
! wB97M-V def2-TZVPD RIJCOSX def2/J DEFGRID3
* xyz 1 1
C 1.365 0.957 0.970
C 1.255 -0.294 1.559
C -2.082 1.458 -0.173
C 1.101 1.116 -0.402
C -1.844 -0.110 1.372
C -1.870 -0.677 -0.011
C 0.399 -1.167 -0.494
N -1.956 1.344 1.079
N 0.962 -1.330 0.773
N 0.668 0.066 -1.171
N 1.323 2.314 -0.984
N 0.347 -2.277 -1.346
O -2.062 0.319 -0.900
H 1.540 1.842 1.671
H 1.518 -0.396 2.558
H -2.135 2.364 -0.616
H -2.752 -0.246 1.996
H -0.963 -0.437 1.860
H -2.126 -1.661 -0.247
H 1.230 -2.249 1.098
H 0.873 0.187 -2.144
H 1.907 3.053 -0.674
H 0.761 2.537 -1.831
H -0.173 -2.148 -2.188
H 1.195 -2.876 -1.392
*
```



# 7
Here is a cluster of 4 separate species, C7H12NO in total at a distorted geometry from the Open Molecules 2025 dataset. Energies are from ωB97M-V/def2-TZVPD.

Calculated values
Molar mass   126.2 u
Gap between HOMO and LUMO   0.3365 Ha
LUMO energy   -5.305 eV
Total energy   -10980.69732 eV

```
! wB97M-V def2-TZVPD RIJCOSX def2/J DEFGRID3
* xyz 1 1
C 0.736 -3.824 0.253
C 1.369 0.213 -0.262
C 0.472 0.739 0.687
C 2.748 0.121 -0.134
C 0.826 -0.126 -1.640
C -0.975 0.847 0.482
C 1.068 1.295 1.871
N 0.805 -2.703 0.451
O 3.844 -0.202 -0.063
H -6.144 0.763 -1.803
H 0.677 -4.861 0.228
H 1.680 -0.542 -2.151
H 0.089 -0.968 -1.795
H 0.374 0.701 -2.252
H -1.151 1.912 0.046
H -1.391 0.215 -0.240
H -1.488 0.849 1.484
H 2.048 0.863 2.241
H 0.293 1.130 2.653
H 1.056 2.403 1.814
H -6.936 1.174 -1.870
*
```



# 8
Here is the ion C7H12NOS with charge +1 at a distorted geometry from the Open Molecules 2025 dataset. Energies are from ωB97M-V/def2-TZVPD.

Calculated values
Molar mass   158.2 u
Gap between HOMO and LUMO   0.3253 Ha
LUMO energy   -4.681 eV
Total energy   -21816.72036 eV

```
! wB97M-V def2-TZVPD RIJCOSX def2/J DEFGRID3
* xyz 1 1
C -0.761 -0.399 -0.104
C -2.258 -0.305 -0.179
C -0.061 -1.700 0.099
C 2.037 -0.081 0.073
C -2.988 -1.561 0.074
C 2.930 0.849 -0.543
C -0.273 1.975 -0.367
N -0.040 0.606 -0.206
O -2.701 0.742 -0.555
S 1.618 -1.603 -0.571
H -0.178 -1.939 1.203
H -0.583 -2.512 -0.673
H 2.035 0.016 1.158
H -4.001 -1.292 0.323
H -2.380 -2.080 0.919
H -2.801 -2.191 -0.723
H 3.211 0.686 -1.653
H 3.873 0.913 0.086
H 2.365 1.823 -0.489
H 0.040 2.183 -1.422
H 0.315 2.561 0.206
H -1.370 2.218 -0.141
*
```



# 9
Here is a cluster of 2 separate species, C7H12O in total at a distorted geometry from the Open Molecules 2025 dataset. Energies are from ωB97M-V/def2-TZVPD.

Calculated values
Molar mass   112.2 u
Gap between HOMO and LUMO   0.3136 Ha
LUMO energy   0.610 eV
Total energy   -9498.69641 eV
SMILES string   C=C/C=C(/C)C=C.O

```
! wB97M-V def2-TZVPD RIJCOSX def2/J DEFGRID3
* xyz 0 1
C 0.596 -1.161 -0.881
C 1.595 -1.943 -1.312
C -0.320 1.045 -0.461
C 0.718 0.187 -0.388
C 1.952 0.566 0.379
C -2.725 1.384 -0.945
C -1.723 0.596 -0.564
H -0.407 -1.558 -1.006
H 2.637 -1.718 -1.134
H 1.348 -2.957 -1.601
H -0.292 2.126 -0.480
H 1.838 0.085 1.350
H 2.881 0.144 -0.029
H 2.224 1.620 0.360
H -2.633 2.325 -1.472
H -3.761 1.063 -0.914
H -2.015 -0.395 -0.241
H -1.007 -0.831 3.689
H -0.104 0.039 2.853
O -0.802 -0.618 2.794
*
```



# 10
Here is an isolated molecule of C7H12O at a distorted geometry from the Open Molecules 2025 dataset. Energies are from ωB97M-V/def2-TZVPD.

Calculated values
Molar mass   112.2 u
Gap between HOMO and LUMO   0.3157 Ha
LUMO energy   0.973 eV
Total energy   -9499.64109 eV
SMILES string   CC(C)=C1CCCO1

```
! wB97M-V def2-TZVPD RIJCOSX def2/J DEFGRID3
* xyz 0 1
O 0.335 -0.277 -0.372
C -0.514 -0.399 1.802
C 0.155 0.258 0.827
C -1.028 -1.808 1.621
C -0.879 0.171 3.110
C 0.700 0.614 -1.401
C 0.656 1.726 0.763
C 1.179 1.900 -0.641
H -2.049 -1.855 1.808
H -0.458 -2.481 2.186
H -0.835 -2.054 0.512
H -1.979 0.317 3.132
H -0.601 -0.518 3.858
H -0.386 1.100 3.275
H -0.251 0.721 -2.018
H 1.486 0.135 -1.896
H -0.206 2.412 0.785
H 1.383 1.765 1.574
H 2.309 1.900 -0.707
H 0.772 2.893 -1.083
*
```



# 11
Here is an isolated molecule of C7H12O at a distorted geometry from the Open Molecules 2025 dataset. Energies are from ωB97M-V/def2-TZVPD.

Calculated values
Molar mass   112.2 u
Gap between HOMO and LUMO   0.3669 Ha
LUMO energy   0.941 eV
Total energy   -9499.34301 eV
SMILES string   CC(=O)[C@]1(C)C[C@H]1C

```
! wB97M-V def2-TZVPD RIJCOSX def2/J DEFGRID3
* xyz 0 1
C 0.095 -0.504 -0.056
C -0.767 0.652 -0.012
C -0.499 0.024 -1.344
C -0.087 -1.881 0.498
C -2.297 0.227 0.622
C 2.199 1.434 -0.213
C 1.736 0.038 0.162
O 2.519 -0.760 0.617
H -0.503 1.651 0.299
H 0.155 0.502 -2.059
H -1.298 -0.542 -1.803
H -0.916 -2.399 0.023
H -0.243 -1.844 1.575
H 0.831 -2.443 0.321
H -2.666 -0.723 0.249
H -2.971 1.013 0.288
H -2.225 0.208 1.707
H 1.841 2.135 0.542
H 1.806 1.740 -1.180
H 3.287 1.469 -0.235
*
```



# 12
Here is an isolated molecule of C7H12O at a distorted geometry from the Open Molecules 2025 dataset. Energies are from ωB97M-V/def2-TZVPD.

Calculated values
Molar mass   112.2 u
Gap between HOMO and LUMO   0.3827 Ha
LUMO energy   0.979 eV
Total energy   -9498.47696 eV
SMILES string   C[C@@]12CCC[C@]1(C)O2

```
! wB97M-V def2-TZVPD RIJCOSX def2/J DEFGRID3
* xyz 0 1
C -1.654 -1.599 -0.123
C -0.358 -0.731 0.105
C 1.160 -1.295 -0.153
C 1.981 -0.106 0.321
C 1.131 1.113 -0.318
C -0.234 0.681 0.200
C -1.327 1.814 0.021
H -1.621 -2.582 0.468
H -2.572 -1.187 0.183
H -1.672 -1.764 -1.250
H 1.156 -1.354 -1.235
H 1.326 -2.133 0.468
H 3.088 -0.370 0.058
H 1.784 0.104 1.452
H 1.239 2.223 0.114
H 1.169 1.075 -1.441
H -1.087 2.144 -1.063
H -1.041 2.598 0.647
H -2.274 1.437 0.165
O -0.196 -0.066 1.382
*
```